Entry 1:
The following is a DFT calculation (ωB97M-V/def2-TZVPD) of a molecular structure, C35H43Cl2GeN7O6W.

Element x y z (Å)
W  0.033  -0.168  1.221
Cl  -6.221  -0.884  -1.942
C  -4.672  -1.110  -1.350
C  -4.073  -0.146  -0.600
C  -2.754  -0.366  -0.124
N  -2.045  0.362  0.708
C  -2.651  1.534  1.307
O  -3.808  1.601  1.578
C  -1.636  2.577  1.536
C  -2.007  3.859  1.880
C  -1.012  4.828  1.984
C  0.296  4.444  1.752
C  0.587  3.117  1.450
N  -0.361  2.182  1.331
C  -2.029  -1.588  -0.532
C  -2.702  -2.615  -1.229
C  -3.978  -2.396  -1.655
Cl  -4.781  -3.546  -2.560
N  -0.795  -1.659  -0.079
C  -0.458  -3.016  0.408
O  0.119  -3.852  -0.194
C  -1.060  -3.048  1.774
C  -1.470  -4.204  2.389
C  -2.152  -4.092  3.602
C  -2.388  -2.833  4.120
C  -1.904  -1.713  3.453
N  -1.243  -1.809  2.298
H  -4.617  0.753  -0.358
H  -3.054  4.085  2.039
H  -1.258  5.851  2.235
H  1.107  5.158  1.812
H  1.609  2.801  1.308
H  -2.188  -3.529  -1.498
H  -1.282  -5.161  1.919
H  -2.505  -4.977  4.117
H  -2.940  -2.701  5.041
H  -2.060  -0.726  3.857
C  1.288  1.817  4.761
C  1.197  0.496  4.021
C  1.294  -0.705  4.936
O  -0.136  0.445  3.305
C  2.233  0.436  2.900
O  3.382  0.212  3.056
O  1.686  0.674  1.651
H  0.525  1.867  5.541
H  1.194  2.675  4.094
H  2.259  1.878  5.253
H  0.559  -0.625  5.737
H  2.287  -0.719  5.386
H  1.144  -1.635  4.390
H  -0.652  1.202  3.624
C  3.417  -3.330  2.430
N  3.218  -2.681  1.115
C  4.094  -2.871  0.080
C  3.883  -2.294  -1.116
C  2.743  -1.455  -1.284
N  1.917  -1.225  -0.230
C  2.157  -1.900  0.898
O  1.254  -1.763  1.813
N  2.516  -0.907  -2.464
H  4.388  -3.816  2.419
H  2.639  -4.071  2.596
H  3.403  -2.570  3.207
H  4.942  -3.511  0.286
H  4.566  -2.464  -1.936
H  3.156  -1.068  -3.228
H  1.727  -0.310  -2.639
C  1.396  4.131  -4.859
C  1.130  3.752  -3.410
C  2.004  2.591  -2.942
C  1.671  2.140  -1.509
Ge  -0.113  1.332  -1.433
C  -0.749  0.042  -2.753
C  -0.688  0.647  -4.173
C  -1.670  -0.057  -5.114
C  -1.424  -1.554  -5.248
H  0.783  4.976  -5.165
H  1.181  3.298  -5.533
H  2.440  4.412  -5.001
H  0.065  3.500  -3.285
H  1.309  4.611  -2.757
H  3.054  2.894  -2.952
H  1.926  1.766  -3.656
H  1.628  3.018  -0.867
H  2.409  1.459  -1.087
H  -1.257  2.323  -1.179
H  -1.804  -0.128  -2.514
H  -0.251  -0.925  -2.706
H  0.327  0.550  -4.569
H  -0.916  1.717  -4.159
H  -1.596  0.417  -6.094
H  -2.690  0.134  -4.764
H  -0.409  -1.761  -5.591
H  -2.105  -1.992  -5.975
H  -1.577  -2.086  -4.303

Molecular weight, u: 985.13
E_LUMO, eV: -13.682
Charge: +4
Energy relative to the best compared isomer or geometry (same formula, charge and spin), kJ/mol: 0.00
Orbital gap, eV: 5.948


Entry 2:
The following is a DFT calculation (ωB97M-V/def2-TZVPD) of a molecular structure, C35H43ClFeN2Si2 at a distorted geometry.

Element x y z (Å)
C  -1.576  -0.404  4.095
C  -2.271  0.082  2.934
C  -2.128  -0.892  1.901
H  -2.860  0.996  2.876
C  -1.345  -1.975  2.409
C  -1.018  -1.686  3.765
H  -0.493  -2.365  4.430
H  -1.589  0.072  5.080
H  -2.598  -0.852  0.923
H  -1.101  -2.893  1.888
Fe  -0.101  -0.099  2.410
Si  0.788  -0.134  -0.943
C  -0.178  1.536  -0.774
C  0.449  2.748  -1.082
H  1.524  2.748  -1.269
C  -0.313  3.893  -1.324
H  0.166  4.806  -1.680
C  -1.704  3.851  -1.197
H  -2.303  4.731  -1.441
C  -2.329  2.659  -0.831
H  -3.416  2.602  -0.766
C  -1.573  1.500  -0.636
H  -2.101  0.550  -0.466
C  -0.329  -1.699  -0.969
C  -1.509  -1.729  -1.732
H  -1.893  -0.817  -2.202
C  -2.140  -2.953  -1.999
H  -3.015  -2.966  -2.649
C  -1.645  -4.144  -1.461
H  -2.132  -5.099  -1.689
C  -0.514  -4.103  -0.644
H  -0.124  -5.029  -0.212
C  0.144  -2.891  -0.397
H  1.058  -2.883  0.203
H  0.272  -0.158  0.707
Si  1.023  -0.120  -3.168
C  1.001  -1.704  -4.098
C  0.315  -1.693  -5.327
H  0.109  -0.731  -5.812
C  -0.102  -2.898  -5.881
H  -0.677  -2.890  -6.801
C  0.230  -4.093  -5.239
H  -0.118  -5.035  -5.657
C  1.014  -4.110  -4.084
H  1.291  -5.046  -3.601
C  1.444  -2.910  -3.528
H  2.096  -2.881  -2.646
C  0.389  1.308  -4.101
C  -1.006  1.419  -4.151
H  -1.626  0.662  -3.669
C  -1.574  2.471  -4.857
H  -2.662  2.554  -4.894
C  -0.738  3.362  -5.539
H  -1.192  4.154  -6.134
C  0.654  3.238  -5.504
H  1.292  3.907  -6.076
C  1.232  2.207  -4.766
H  2.308  2.039  -4.730
H  2.221  0.291  -2.276
Cl  2.652  -0.527  -0.029
C  2.292  -1.429  4.707
N  1.324  -0.496  5.278
C  0.826  -0.974  6.565
C  1.755  0.895  5.315
C  0.791  1.889  4.660
N  0.690  1.745  3.181
C  -0.233  2.788  2.667
C  2.015  1.937  2.542
H  1.861  -2.441  4.710
H  3.216  -1.449  5.313
H  2.529  -1.136  3.670
H  1.640  -0.955  7.317
H  0.004  -0.337  6.916
H  0.455  -2.001  6.464
H  1.825  1.200  6.377
H  2.757  0.984  4.872
H  -0.209  1.771  5.101
H  1.146  2.910  4.895
H  0.166  3.795  2.888
H  -0.361  2.668  1.581
H  -1.210  2.695  3.154
H  2.705  1.143  2.847
H  2.435  2.908  2.842
H  1.904  1.911  1.451

Molecular weight, u: 639.21
E_LUMO (alpha / beta), eV: 0.552 / 0.510
Charge: 0
Energy relative to the best compared isomer or geometry (same formula, charge and spin), kJ/mol: 0.00
Orbital gap (alpha / beta), eV: 6.732 / 7.026
2S+1: 5